[1]
{"formula": "C15H23N3O4", "method": "wB97M-V/def2-TZVPD", "max_force_ev_per_a": 3.526, "de_lowest_ev": 3.237, "total_charge": 0, "e_tot_ev": -28587.2566, "e_lumo_ev": 0.447, "smiles": "NCCCC[C@H](N)C(=O)N[C@@H](Cc1ccc(O)cc1)C(=O)O", "elements": ["O", "O", "O", "O", "N", "N", "N", "C", "C", "C", "C", "C", "C", "C", "C", "C", "C", "C", "C", "C", "C", "C", "H", "H", "H", "H", "H", "H", "H", "H", "H", "H", "H", "H", "H", "H", "H", "H", "H", "H", "H", "H", "H", "H", "H"], "positions_angstrom": [[-4.100, -0.030, -0.179], [0.404, 0.297, 5.911], [-4.022, -1.913, 1.054], [-0.715, -0.053, -2.977], [3.816, 2.529, -2.510], [-2.078, -1.058, -1.337], [0.530, -2.506, -3.173], [2.138, -0.047, -1.772], [-0.993, 0.274, 2.023], [0.749, -0.322, 3.682], [1.471, -1.248, -1.190], [0.182, -0.373, 2.393], [-0.101, 0.245, 4.675], [-1.464, 0.325, 0.586], [-1.730, 0.857, 3.087], [-3.472, -1.033, 0.427], [1.683, 1.443, -1.421], [-0.940, -0.916, -2.124], [0.248, -1.903, -1.905], [2.347, 2.469, -2.375], [-2.019, -1.019, 0.061], [-1.378, 0.728, 4.421], [1.892, 1.650, -0.355], [-0.050, -2.658, -1.237], [1.588, -0.892, 4.020], [4.014, 1.584, -2.934], [-2.759, -0.401, -1.635], [0.636, 1.578, -1.445], [1.962, 2.251, -3.343], [2.002, -0.211, -2.870], [-0.355, -2.839, -3.564], [1.226, -1.063, -0.096], [4.306, 2.676, -1.621], [-0.673, 0.528, -0.110], [3.227, -0.216, -1.479], [-1.381, -1.866, 0.357], [2.246, -2.044, -1.265], [0.137, 1.166, 6.249], [-5.016, -0.239, -0.067], [-2.231, 1.073, 0.518], [0.779, -1.748, -3.820], [1.982, 3.521, -2.201], [0.626, -1.018, 1.632], [-2.637, 1.249, 2.714], [-2.074, 1.174, 5.193]], "lowdin_charge": [0.13, 0.05, 0.14, 0.07, -0.02, 0.10, 0.06, -0.20, -0.20, 0.03, -0.17, -0.04, -0.35, -0.06, -0.03, -0.48, -0.18, -0.38, -0.34, -0.30, -0.23, -0.02, 0.11, 0.11, 0.11, 0.08, 0.12, 0.06, 0.09, 0.11, 0.09, 0.10, 0.07, 0.09, 0.13, 0.17, 0.12, 0.12, 0.13, 0.12, 0.08, 0.12, 0.09, 0.10, 0.14]}

***

[2]
{"formula": "C15H23N3O4", "method": "wB97M-V/def2-TZVPD", "max_force_ev_per_a": 2.903, "de_lowest_ev": 1.526, "total_charge": 0, "e_tot_ev": -28588.9675, "e_lumo_ev": 0.454, "smiles": "NCCCC[C@H](N)C(=O)N[C@@H](Cc1ccc(O)cc1)C(=O)O", "elements": ["O", "O", "O", "O", "N", "N", "N", "C", "C", "C", "C", "C", "C", "C", "C", "C", "C", "C", "C", "C", "C", "C", "H", "H", "H", "H", "H", "H", "H", "H", "H", "H", "H", "H", "H", "H", "H", "H", "H", "H", "H", "H", "H", "H", "H"], "positions_angstrom": [[-0.961, 1.669, 2.011], [3.579, -2.445, 0.015], [-4.718, -1.545, 0.859], [-4.776, 0.125, -0.625], [-2.405, 2.416, -0.725], [-1.992, -0.062, 1.023], [4.231, 1.725, 0.419], [-1.291, 1.132, 0.975], [0.135, -2.502, 1.134], [3.216, 0.732, 0.263], [1.528, -2.264, -1.250], [-0.568, -2.282, -0.028], [2.203, -2.450, -0.059], [1.546, -2.551, 1.115], [-4.128, -0.816, 0.086], [1.768, 1.162, 0.506], [-2.068, -2.237, -0.063], [-2.632, -0.812, -0.049], [-0.016, 2.898, -0.261], [1.397, 2.295, -0.455], [0.130, -2.085, -1.188], [-1.100, 1.861, -0.372], [1.488, 1.911, -1.430], [-5.725, 0.076, -0.416], [3.467, -0.132, 0.855], [1.146, 0.260, 0.323], [-2.443, -2.822, -0.950], [-0.776, 1.025, -1.060], [-2.277, -0.289, 1.974], [-0.074, 3.235, 0.771], [2.086, -2.741, 2.044], [4.382, 2.293, -0.394], [-3.093, 1.683, -0.945], [-2.273, 3.041, -1.507], [2.046, -2.369, -2.216], [-0.174, 3.669, -0.971], [-0.417, -2.530, 2.100], [-2.412, -0.294, -0.983], [1.559, 1.482, 1.539], [3.186, 0.365, -0.832], [2.149, 3.101, -0.416], [4.080, 2.284, 1.264], [3.941, -2.504, -0.876], [-0.471, -2.003, -2.071], [-2.473, -2.704, 0.864]], "lowdin_charge": [0.07, 0.03, 0.11, 0.11, 0.08, 0.14, -0.01, -0.42, -0.01, -0.31, 0.00, -0.28, -0.37, -0.01, -0.46, -0.20, -0.09, -0.25, -0.14, -0.19, -0.04, -0.34, 0.09, 0.14, 0.08, 0.10, 0.15, 0.14, 0.16, 0.11, 0.13, 0.06, 0.05, 0.07, 0.12, 0.10, 0.13, 0.14, 0.12, 0.14, 0.11, 0.08, 0.11, 0.11, 0.13]}

***

[3]
{"formula": "C15H23N5O4", "method": "wB97M-V/def2-TZVPD", "max_force_ev_per_a": 8.823, "de_lowest_ev": 11.949, "total_charge": 0, "e_tot_ev": -31558.7089, "e_lumo_ev": -0.332, "elements": ["O", "O", "O", "O", "N", "N", "N", "N", "N", "C", "C", "C", "C", "C", "C", "C", "C", "C", "C", "C", "C", "C", "C", "C", "H", "H", "H", "H", "H", "H", "H", "H", "H", "H", "H", "H", "H", "H", "H", "H", "H", "H", "H", "H", "H", "H", "H"], "positions_angstrom": [[-3.737, -4.623, -0.313], [-3.429, 4.089, 0.210], [0.338, 1.868, -0.870], [-1.230, 3.974, -0.346], [0.223, -0.411, 1.740], [6.757, -0.924, 0.742], [7.033, 0.886, -1.060], [5.013, -0.832, -0.885], [-1.252, 1.378, 0.750], [-2.406, 3.537, -0.031], [-3.378, -0.333, -0.112], [-3.489, -0.833, -1.373], [-3.518, 1.200, 0.049], [-2.207, 2.038, -0.019], [0.960, 0.376, 0.993], [-3.657, -3.239, -0.420], [3.176, -1.120, 0.772], [6.291, -0.101, -0.414], [-3.662, -2.712, 0.893], [-3.449, -1.254, 0.969], [-3.571, -2.248, -1.599], [2.203, -0.058, -0.020], [4.211, -1.724, -0.121], [-0.072, 1.284, 0.163], [1.343, 1.264, 1.464], [3.009, 0.662, -0.382], [-3.967, 1.353, 0.998], [0.320, -0.278, 3.003], [-1.353, 0.467, 1.303], [7.425, -0.092, 1.003], [4.886, -2.513, 0.407], [-3.179, -3.293, 1.704], [5.758, -1.469, 1.667], [-3.433, -5.001, -1.183], [-0.788, 3.180, -0.554], [-3.546, -0.985, 1.979], [1.838, -0.518, -0.985], [4.665, -0.482, -1.832], [0.170, -1.418, 1.237], [2.379, -2.076, 1.020], [-4.433, 1.592, -0.484], [-2.085, 1.904, -1.185], [3.567, -1.981, -1.025], [-3.431, -0.123, -2.259], [-3.641, -2.498, -2.599], [3.517, -0.863, 1.802], [6.449, 1.161, -1.941]], "lowdin_charge": [0.01, 0.15, 0.03, 0.18, -0.03, -0.01, 0.03, -0.06, 0.12, -0.53, -0.25, -0.06, -0.09, -0.26, -0.40, -0.25, -0.23, -0.43, -0.02, -0.03, 0.03, -0.09, -0.35, -0.40, 0.15, 0.11, 0.10, 0.25, 0.15, 0.09, 0.12, 0.12, 0.26, 0.13, 0.02, 0.08, 0.11, 0.14, 0.17, 0.15, 0.15, 0.20, 0.13, 0.14, 0.06, 0.09, 0.05]}

***

[4]
{"formula": "C15H23N5O4", "method": "wB97M-V/def2-TZVPD", "max_force_ev_per_a": 3.304, "de_lowest_ev": 1.159, "total_charge": 0, "e_tot_ev": -31569.4992, "e_lumo_ev": 0.374, "smiles": "[H]/N=C(/N)NCCC[C@H](N)C(=O)N[C@@H](Cc1ccc(O)cc1)C(=O)O", "elements": ["O", "O", "O", "O", "N", "N", "N", "N", "N", "C", "C", "C", "C", "C", "C", "C", "C", "C", "C", "C", "C", "C", "C", "C", "H", "H", "H", "H", "H", "H", "H", "H", "H", "H", "H", "H", "H", "H", "H", "H", "H", "H", "H", "H", "H", "H", "H"], "positions_angstrom": [[-0.461, 4.853, 1.735], [0.209, -0.269, -2.585], [4.347, -0.681, 0.666], [2.498, -1.214, 1.701], [-2.068, -1.591, 1.188], [-0.179, -1.149, 2.432], [-1.181, 0.566, 1.376], [1.181, -1.251, -0.785], [-0.466, -3.124, -0.597], [2.469, -0.595, -0.738], [0.661, 2.519, -0.833], [2.176, 2.387, 1.037], [-0.020, 3.555, -0.186], [3.145, -0.819, 0.603], [-2.141, -1.988, -2.026], [-0.690, -2.375, -1.811], [-2.750, -0.901, -1.124], [1.361, 3.250, 1.737], [1.839, 1.993, -0.250], [-3.151, -1.189, 0.332], [2.669, 0.988, -1.037], [0.275, 3.882, 1.112], [-1.117, -0.731, 1.644], [0.279, -1.172, -1.790], [-0.928, 3.955, -0.619], [-3.684, -0.512, -1.642], [0.386, 2.185, -1.831], [-2.807, -2.864, -2.066], [-4.025, -1.838, 0.483], [1.124, -2.139, -0.350], [3.095, 2.001, 1.505], [-2.117, -0.015, -1.225], [-0.236, 4.869, 2.692], [3.133, -1.119, -1.459], [-0.361, -2.995, -2.664], [-0.649, -4.116, -0.736], [-0.465, 1.099, 1.859], [1.491, -1.059, 1.791], [-2.141, -2.480, 1.654], [-1.252, 0.826, 0.369], [-3.407, -0.194, 0.730], [1.608, 3.481, 2.798], [-1.227, -2.803, 0.044], [-0.428, -2.011, 2.908], [2.433, 1.084, -2.102], [3.703, 1.270, -0.908], [-2.130, -1.571, -3.033]], "lowdin_charge": [0.04, 0.07, 0.08, 0.08, 0.00, 0.09, 0.19, 0.11, 0.03, -0.16, -0.03, -0.04, -0.03, -0.53, -0.15, -0.30, -0.17, -0.03, -0.22, -0.18, -0.06, -0.35, -0.58, -0.45, 0.12, 0.13, 0.11, 0.12, 0.13, 0.09, 0.13, 0.09, 0.12, 0.17, 0.16, 0.09, 0.10, 0.07, 0.14, 0.10, 0.11, 0.13, 0.06, 0.06, 0.11, 0.11, 0.11]}

***

Number 1: highest occupied orbital energy -8.76 eV. Number 2: highest occupied orbital energy -8.79 eV. Number 3: highest occupied orbital energy -8.94 eV. Number 4: highest occupied orbital energy -8.58 eV.